Density functional theory data (wB97M-V/def2-TZVPD) for a single C4H4ClF3 molecule at a distorted geometry.

Geometry as XYZ:
```
12
Properties=species:S:1:pos:R:3:forces:R:3:nbo_charge:R:1
F -1.476748 -0.988144 -0.989467 0.0 0.3 0.2 -0.366
C -1.310374 0.342233 -0.596416 -0.3 -0.3 0.3 0.057
C 0.009487 0.482533 0.216274 -3.0 0.7 -1.4 -0.160
Cl 0.080825 2.089783 0.914879 0.2 -0.2 0.1 0.019
C 0.471965 -0.719824 0.954970 1.7 -0.1 0.3 -0.481
C 1.209592 -0.199426 -0.239035 0.8 0.1 -0.6 0.675
F 2.387806 0.444202 -0.068587 -0.2 -0.5 -0.2 -0.313
F 1.185383 -0.847116 -1.443879 0.2 0.4 1.1 -0.312
H -2.206118 0.622109 0.001826 0.8 -0.2 0.0 0.183
H -1.359026 0.936083 -1.508268 0.5 0.2 0.0 0.187
H 0.955564 -0.461733 1.884898 0.1 -0.3 0.2 0.249
H 0.051645 -1.700701 0.872804 -0.7 -0.1 0.0 0.260
```
Positions in Å, forces in eV/Å.

Properties
- SMILES = FC[C@@]1(Cl)CC1(F)F
- E_HOMO (Ha) = -0.396
- charge = 0
- gap between HOMO and LUMO (Eh) = 0.4270
- energy above the lowest of the compared OMol25 structures with the same formula, charge and spin (kJ/mol) = 78.20
- energy (a.u.) = -914.5595